C11H14BN7PtSe as an isolated structure in a non-equilibrium geometry, computed with wB97M-V/def2-TZVPD.

Cartesian coordinates (Å):
H  -0.0274  3.1381  2.1924
N  0.2869  1.8036  0.5847
B  0.7093  0.7546  -1.7574
N  0.6233  1.9414  -0.7270
C  0.7736  3.2616  -0.9985
Pt  0.0000  0.0000  1.3789
H  1.0393  3.5795  -2.0055
C  0.5292  3.9950  0.1633
H  0.5685  5.0758  0.2877
C  0.2246  3.0325  1.1388
H  1.1916  1.2125  -2.7716
C  -2.1691  -2.8376  2.9519
H  -2.4417  -3.1990  3.9521
H  -1.1316  -3.3512  2.7624
H  -2.7977  -3.2716  2.1607
N  -0.6815  0.1735  -2.0649
N  1.6539  -0.3293  -1.1807
N  -1.4983  -0.3362  -1.1039
N  1.5342  -0.7861  0.0897
C  -1.2983  0.1624  -3.2846
C  2.6676  -0.9792  -1.8073
H  -0.7841  0.5303  -4.1728
H  2.9154  -0.7421  -2.8411
C  -2.5701  -0.3734  -3.1144
C  3.2258  -1.8914  -0.9121
C  -2.6357  -0.6656  -1.7302
C  2.4796  -1.7270  0.2704
H  -3.3298  -0.5383  -3.8784
H  4.0602  -2.5688  -1.0870
H  -3.4580  -1.1076  -1.1628
H  2.5818  -2.2216  1.2367
H  -2.2415  -1.7347  2.9091
Se  0.0000  0.0000  6.4488
C  0.0000  0.0000  4.6946
N  0.0000  0.0000  3.3789

Calculated values
Frontier orbital gap (alpha / beta), eV: 9.29 / 4.65
<S²>: 6.05
Multiplicity: 5
Net charge: +2

C11H14BN7SW as an isolated structure in a non-equilibrium geometry, computed with wB97M-V/def2-TZVPD.

Cartesian coordinates (Å):
H  0.9659  3.3118  1.5474
N  0.5367  1.7551  0.1880
B  0.1639  0.3449  -1.9081
N  0.5423  1.6829  -1.2155
C  0.8990  2.8668  -1.7182
W  0.0346  -0.0310  1.2677
H  0.9566  2.9918  -2.7905
C  1.1392  3.7560  -0.6651
H  1.4434  4.7880  -0.7477
C  0.9053  3.0356  0.5043
H  0.2250  0.4755  -3.0921
C  -0.5392  -1.7668  2.3565
H  -0.5208  -1.6259  3.4409
H  0.1912  -2.5242  2.1107
H  -1.5507  -2.0144  2.0772
N  -1.2791  -0.0503  -1.4983
N  1.1499  -0.7621  -1.4529
N  -1.5674  -0.2398  -0.1319
N  1.2476  -1.0687  -0.0794
C  -2.3843  -0.2379  -2.2252
C  2.0031  -1.5234  -2.1391
H  -2.3388  -0.1258  -3.2997
H  2.0649  -1.4166  -3.2138
C  -3.4416  -0.5627  -1.3701
C  2.6876  -2.3594  -1.2500
C  -2.9062  -0.5575  -0.0825
C  2.1982  -2.0565  0.0159
H  -4.4620  -0.7718  -1.6531
H  3.4433  -3.0886  -1.4998
H  -3.3543  -0.7464  0.8829
H  2.4344  -2.4431  0.9947
H  -0.9520  0.8428  2.3791
S  0.0034  0.0054  6.1872
C  0.0077  0.0243  4.6464
N  0.0533  0.0922  3.4341

Calculated values
Frontier orbital gap (alpha / beta), eV: 6.49 / 5.78
<S²>: 2.04
Multiplicity: 3
Energy relative to the best compared isomer or geometry (same formula, charge and spin), kJ/mol: 407.4
Net charge: +2

Number 1: E_tot -91313.29068 eV. Number 2: E_tot -35382.15372 eV.